C40H53AsBrN5PbSi | ωB97M-V/def2-TZVPD

The LUMO energy (alpha / beta) is 4.077 / 4.077 eV. The frontier orbital gap (alpha / beta) is 3.88 / 3.55 eV. As for the energy above the lowest of the compared OMol25 structures with the same formula, charge and spin: 35.77 kJ/mol. Its energy is -193796.584 eV. The net charge is -2. The calculation puts the highest occupied orbital energy (alpha / beta) at 0.19 / 0.53 eV.

```
102
C40H53AsBrN5PbSi (ωB97M-V/def2-TZVPD)
Pb -1.000 -0.481 0.859
C -1.664 -4.994 1.365
C -0.410 -5.624 1.234
C 0.713 -4.859 1.204
C 0.644 -3.428 1.326
N -0.601 -2.847 1.408
C -1.675 -3.622 1.419
N 1.782 -2.790 1.418
C 2.032 -1.475 1.494
N 1.254 -0.392 1.180
C 1.990 0.754 1.322
N 1.684 2.035 1.099
C 0.526 2.617 0.928
C 0.571 4.045 0.778
C -0.568 4.784 0.762
C -1.813 4.132 0.888
C -1.795 2.758 0.975
N -0.705 2.007 0.989
C 3.284 0.412 1.801
C 4.376 1.175 2.220
C 5.450 0.539 2.797
C 5.464 -0.863 2.945
C 4.414 -1.632 2.501
C 3.305 -1.010 1.929
H -2.580 -5.564 1.397
H -0.359 -6.707 1.138
H 1.693 -5.296 1.078
H -2.623 -3.090 1.479
H 1.548 4.499 0.713
H -0.538 5.868 0.677
H -2.738 4.695 0.917
H -2.733 2.214 1.080
H 4.348 2.251 2.100
H 6.300 1.110 3.166
H 6.318 -1.328 3.432
H 4.412 -2.707 2.613
C -1.814 3.464 -3.362
As -1.404 1.641 -2.544
C -1.674 0.733 -4.281
C -3.270 1.465 -1.928
H -2.707 3.458 -3.989
H -0.973 3.802 -3.968
H -1.954 4.194 -2.563
H -2.658 0.982 -4.679
H -1.600 -0.345 -4.174
H -0.924 1.056 -5.002
H -3.943 1.446 -2.786
H -3.534 2.315 -1.301
H -3.416 0.556 -1.349
C -1.057 -0.805 -1.450
C -1.437 -1.941 -2.119
C -0.516 -2.999 -2.402
C -0.853 -4.045 -3.219
C -2.119 -4.150 -3.794
C -3.059 -3.176 -3.483
C -2.741 -2.111 -2.682
H 0.463 -2.956 -1.946
H -0.122 -4.824 -3.411
H -2.371 -4.983 -4.439
H -4.068 -3.258 -3.881
H -3.498 -1.375 -2.450
C 5.050 -2.151 -4.644
C 3.765 -1.674 -3.961
C 2.617 -1.839 -4.959
C 3.458 -2.622 -2.799
Si 3.850 0.176 -3.325
Br 2.002 0.475 -2.060
C 3.642 1.497 -4.771
C 4.572 1.249 -5.963
C 3.925 2.904 -4.242
C 2.199 1.537 -5.281
C 5.400 0.540 -2.185
C 5.701 -0.650 -1.271
C 6.674 0.838 -2.986
C 5.106 1.716 -1.250
H 4.925 -3.181 -4.984
H 5.894 -2.130 -3.960
H 5.294 -1.537 -5.508
H 2.487 -2.895 -5.200
H 2.818 -1.311 -5.888
H 1.683 -1.480 -4.536
H 3.266 -3.623 -3.190
H 2.576 -2.303 -2.255
H 4.278 -2.693 -2.095
H 5.612 1.219 -5.650
H 4.461 2.053 -6.694
H 4.337 0.313 -6.463
H 4.965 3.022 -3.953
H 3.287 3.124 -3.391
H 3.709 3.636 -5.021
H 1.896 0.607 -5.746
H 2.108 2.328 -6.028
H 1.509 1.749 -4.468
H 6.058 -1.508 -1.836
H 4.824 -0.930 -0.696
H 6.479 -0.370 -0.560
H 6.904 0.028 -3.674
H 7.519 0.952 -2.305
H 6.585 1.758 -3.558
H 4.264 1.490 -0.603
H 4.886 2.632 -1.787
H 5.972 1.896 -0.612
```

C8H15ClNO4 | ωB97M-V/def2-TZVPD

The LUMO energy is -3.020 eV. The frontier orbital gap is 9.77 eV. Its energy is -30731.402 eV. The net charge is +1. The calculation puts the highest occupied orbital energy at -12.79 eV.

```
29
C8H15ClNO4 (ωB97M-V/def2-TZVPD)
C -0.283 -0.453 -0.297
C -2.014 -0.181 0.674
C -4.490 1.714 0.360
C 4.227 -0.748 0.200
C -0.065 -1.930 -0.072
C -4.251 0.299 -0.165
C 3.367 0.023 1.162
C 1.305 0.029 -0.061
N 1.639 0.730 -1.090
O -0.628 -0.223 -1.660
O -1.952 -0.528 1.774
O -2.779 0.186 -0.276
O 1.909 -0.354 0.974
Cl -1.642 -2.875 -0.375
H -3.826 2.076 1.177
H -4.603 2.534 -0.262
H -5.424 1.853 0.804
H 3.620 -1.528 -0.419
H 4.644 -0.084 -0.487
H 4.982 -1.237 0.690
H 0.134 -2.274 0.988
H 0.548 -2.470 -0.723
H -4.458 0.106 -1.163
H -4.833 -0.534 0.454
H 3.270 1.146 1.028
H 3.371 -0.391 2.228
H 2.567 1.168 -1.159
H -1.099 -1.052 -1.925
H 0.857 0.714 -1.863
```

C18H29N2O10P | ωB97M-V/def2-TZVPD

The LUMO energy is 0.124 eV. As for the SMILES: CNC(=O)[C@H](Cc1ccc(O)cc1)NC(C)=O.C[C@@](O)(CCOP(=O)(O)O)CC(=O)O. The frontier orbital gap is 8.94 eV. Its energy is -51884.700 eV. The net charge is 0. The calculation puts the highest occupied orbital energy at -8.81 eV.

```
60
C18H29N2O10P (ωB97M-V/def2-TZVPD)
C -0.696 -0.849 3.463
N -1.724 0.077 3.939
C -2.042 1.298 3.491
O -2.940 1.901 4.065
C -1.288 1.950 2.309
C -0.081 2.773 2.811
C 1.237 2.378 2.172
C 1.674 3.009 0.991
C 2.860 2.589 0.359
C 3.624 1.545 0.924
O 4.763 1.120 0.320
C 3.207 0.939 2.127
C 2.017 1.358 2.751
N -2.209 2.814 1.559
C -2.238 3.163 0.272
C -1.252 2.605 -0.732
O -3.078 3.956 -0.120
H -0.440 -0.664 2.422
H -1.063 -1.874 3.545
H 0.199 -0.755 4.079
H -2.292 -0.227 4.716
H -0.934 1.162 1.654
H 0.014 2.655 3.891
H -0.253 3.836 2.633
H 1.088 3.812 0.562
H 3.182 3.064 -0.555
H 5.029 1.695 -0.398
H 3.811 0.155 2.558
H 1.705 0.898 3.677
H -2.948 3.228 2.111
H -0.834 3.430 -1.305
H -0.457 2.057 -0.248
H -1.791 1.936 -1.399
C 0.861 -0.642 -0.414
C -0.502 -1.273 -0.731
O -1.491 -0.482 -0.089
C -0.790 -1.241 -2.248
C 0.295 -1.892 -3.110
O -0.199 -1.954 -4.448
P 0.847 -2.672 -5.457
O 0.596 -2.348 -6.866
O 2.341 -2.278 -5.141
O 0.665 -4.226 -5.323
C -0.573 -2.685 -0.121
C -1.915 -3.384 -0.330
O -1.896 -4.567 -0.608
O -3.061 -2.679 -0.173
H 0.961 0.328 -0.910
H 0.970 -0.489 0.663
H 1.681 -1.285 -0.746
H -2.361 -0.934 -0.149
H -0.895 -0.199 -2.565
H -1.744 -1.736 -2.452
H 1.213 -1.296 -3.061
H 0.518 -2.901 -2.745
H 2.764 -2.612 -5.941
H -0.187 -4.330 -5.766
H 0.219 -3.312 -0.538
H -0.399 -2.617 0.955
H -3.771 -3.324 -0.334
```

C36H59NO8PTi | ωB97M-V/def2-TZVPD

The LUMO energy (alpha / beta) is -1.680 / -1.673 eV. The frontier orbital gap (alpha / beta) is 6.00 / 8.12 eV. As for the energy above the lowest of the compared OMol25 structures with the same formula, charge and spin: 32.71 kJ/mol. Its energy is -88558.713 eV. Its expectation value of S² is 2.003. As for the multiplicity: 3. The net charge is +1. The calculation puts the highest occupied orbital energy (alpha / beta) at -7.68 / -9.79 eV.

```
106
C36H59NO8PTi (ωB97M-V/def2-TZVPD)
Ti 0.029 -0.256 0.058
C 2.405 1.450 -2.260
C 1.447 2.599 -2.027
O 0.184 2.141 -1.559
C -0.916 2.270 -2.453
C -1.812 1.021 -2.438
O -1.942 0.380 -1.171
C -2.939 0.874 -0.292
C -2.406 2.049 0.515
O -1.118 1.661 0.959
C -0.348 2.729 1.472
C 1.102 2.255 1.655
O 1.155 0.833 1.598
C 2.455 0.343 1.930
C 2.421 -1.157 1.700
O 1.890 -1.447 0.411
C 2.865 -1.601 -0.623
C 3.539 -0.286 -1.056
O 2.639 0.811 -1.014
H 3.342 1.833 -2.680
H 1.954 0.759 -2.974
H 1.350 3.170 -2.953
H 1.860 3.261 -1.262
H -0.567 2.403 -3.482
H -1.486 3.163 -2.175
H -1.373 0.273 -3.093
H -2.801 1.291 -2.819
H -3.150 0.041 0.378
H -3.847 1.158 -0.830
H -3.064 2.262 1.365
H -2.330 2.950 -0.101
H -0.769 3.059 2.427
H -0.370 3.576 0.780
H 1.478 2.591 2.625
H 1.749 2.660 0.875
H 2.679 0.560 2.977
H 3.196 0.830 1.294
H 1.741 -1.616 2.418
H 3.417 -1.587 1.821
H 2.329 -2.043 -1.456
H 3.635 -2.302 -0.288
H 3.935 -0.424 -2.065
H 4.384 -0.058 -0.400
C 0.390 -0.180 4.681
C -0.428 -1.448 4.364
C -1.095 -1.910 5.663
P -1.439 -1.220 2.780
C -3.052 -0.436 3.366
C -4.020 -1.228 4.245
C -2.719 0.908 4.025
C -1.891 -2.974 2.273
C -3.091 -2.933 1.321
C -2.073 -4.054 3.339
H 1.369 -0.446 5.088
H -0.117 0.424 5.433
H 0.531 0.443 3.801
H 0.269 -2.238 4.057
H -1.694 -1.113 6.102
H -0.311 -2.154 6.386
H -1.721 -2.787 5.545
H -3.576 -0.226 2.428
H -3.620 -1.387 5.244
H -4.281 -2.195 3.823
H -4.948 -0.660 4.352
H -2.436 0.763 5.068
H -3.584 1.574 4.010
H -1.889 1.401 3.516
H -1.023 -3.255 1.667
H -3.990 -2.555 1.808
H -3.314 -3.942 0.966
H -2.866 -2.316 0.451
H -2.903 -3.839 4.011
H -1.169 -4.201 3.929
H -2.291 -5.003 2.844
C -2.194 1.391 -8.070
C -0.971 0.839 -7.387
C 0.286 1.247 -7.814
C 1.430 0.761 -7.201
C 1.310 -0.123 -6.149
C 0.054 -0.530 -5.682
N 0.067 -1.305 -4.509
C -0.694 -2.373 -4.082
C -1.255 -3.248 -5.014
C -1.984 -4.348 -4.612
C -2.171 -4.612 -3.258
C -1.628 -3.767 -2.321
C -0.882 -2.634 -2.690
C -0.385 -1.799 -1.613
O -0.711 -2.002 -0.393
O 0.376 -0.760 -1.768
C -1.105 -0.057 -6.316
C -2.492 -0.448 -5.872
H -1.912 2.113 -8.833
H -2.857 1.890 -7.360
H -2.771 0.595 -8.547
H 0.369 1.946 -8.638
H 2.409 1.060 -7.552
H 2.195 -0.533 -5.675
H 0.708 -0.976 -3.809
H -1.096 -3.048 -6.067
H -2.394 -5.016 -5.358
H -2.742 -5.476 -2.948
H -1.754 -3.960 -1.263
H -3.011 -0.980 -6.673
H -3.087 0.439 -5.642
H -2.484 -1.089 -4.998
```

C24H41KNO6P3S4 | ωB97M-V/def2-TZVPD

The LUMO energy is 3.866 eV. The frontier orbital gap is 6.47 eV. As for the energy above the lowest of the compared OMol25 structures with the same formula, charge and spin: 8.35 kJ/mol. Its energy is -126867.488 eV. The net charge is -2. The calculation puts the highest occupied orbital energy at -2.60 eV.

```
80
C24H41KNO6P3S4 (ωB97M-V/def2-TZVPD)
K -1.889 -2.034 -1.430
O -3.513 -1.638 -3.356
S -2.793 -0.495 -3.996
O -2.820 -0.620 -5.457
O -3.381 0.783 -3.542
O -1.359 -0.554 -3.506
C -0.866 -3.252 -5.597
P -0.137 -3.506 -3.942
C 0.826 -5.055 -4.270
C 1.245 -2.284 -4.042
C 2.259 -2.363 -2.901
P 1.531 -2.159 -1.212
C 1.113 -0.369 -1.276
C 3.080 -2.102 -0.230
H -0.099 -3.296 -6.378
H -1.381 -2.288 -5.619
H -1.612 -4.028 -5.782
H 1.481 -4.947 -5.141
H 0.130 -5.875 -4.457
H 1.432 -5.324 -3.404
H 0.749 -1.311 -4.061
H 1.758 -2.419 -5.002
H 3.035 -1.599 -3.037
H 2.767 -3.334 -2.907
H 1.976 0.251 -1.542
H 0.752 -0.055 -0.295
H 0.319 -0.190 -2.006
H 3.758 -1.334 -0.616
H 3.577 -3.072 -0.280
H 2.873 -1.900 0.821
N -2.122 0.008 0.506
S -2.679 1.308 -0.193
C -3.225 2.484 1.066
C -3.788 3.690 0.666
C -4.237 4.586 1.621
C -4.127 4.275 2.974
C -3.571 3.066 3.363
C -3.123 2.162 2.406
C -1.294 2.254 -0.827
C -1.070 2.224 -2.195
C 0.090 2.822 -2.678
C 0.993 3.418 -1.813
C 0.753 3.436 -0.442
C -0.400 2.855 0.056
H -1.332 0.231 1.115
H -3.866 3.923 -0.390
H -4.673 5.527 1.312
H -4.474 4.978 3.721
H -3.481 2.823 4.414
H -2.698 1.208 2.687
H -1.783 1.722 -2.847
H 0.289 2.792 -3.742
H 1.902 3.865 -2.201
H 1.465 3.893 0.235
H -0.603 2.865 1.120
C 0.171 -2.247 2.379
C -0.309 -1.991 3.800
C -1.221 -0.777 3.886
O 0.728 -1.885 4.783
P 2.197 -1.223 4.652
S 2.710 -0.515 6.417
S 3.433 -2.449 3.724
O 1.785 0.020 3.662
C 2.667 1.130 3.480
C 3.491 0.921 2.222
C 1.802 2.372 3.399
H -0.700 -2.470 1.755
H 0.865 -3.086 2.347
H 0.675 -1.372 1.966
H -0.875 -2.870 4.127
H -0.672 0.120 3.600
H -1.573 -0.650 4.911
H -2.074 -0.909 3.217
H 3.316 1.196 4.358
H 2.831 0.856 1.352
H 4.058 -0.007 2.296
H 4.180 1.757 2.075
H 1.120 2.283 2.551
H 2.418 3.263 3.260
H 1.220 2.487 4.313
```

C34H30CoF2NO7Te | ωB97M-V/def2-TZVPD

The LUMO energy (alpha / beta) is 2.350 / 2.350 eV. The frontier orbital gap (alpha / beta) is 7.09 / 7.01 eV. Its energy is -101925.005 eV. Its expectation value of S² is 0.771. As for the multiplicity: 2. The net charge is -1. The calculation puts the highest occupied orbital energy (alpha / beta) at -4.74 / -4.66 eV.

```
76
C34H30CoF2NO7Te (ωB97M-V/def2-TZVPD)
Co 0.472 -0.124 0.016
O 2.318 0.546 3.502
C 1.776 1.025 2.380
O 2.012 0.532 1.298
C 0.962 2.288 2.599
O -0.054 2.422 1.662
C -1.303 1.882 2.082
C -1.273 0.399 2.480
O -2.007 0.063 3.404
O -0.486 -0.357 1.814
H 2.797 -0.258 3.243
H 0.611 2.324 3.636
H 1.663 3.114 2.436
H -1.685 2.445 2.938
H -1.975 2.009 1.233
C -3.395 1.192 -5.791
C -2.642 1.222 -4.485
C -2.320 2.416 -3.851
C -1.603 2.458 -2.671
C -1.277 3.810 -2.130
O -1.997 4.763 -2.376
C -0.015 4.053 -1.342
C -0.001 5.076 -0.407
C 1.163 5.373 0.288
C 2.325 4.656 0.032
C 2.319 3.636 -0.913
C 1.151 3.338 -1.596
C -1.219 1.252 -1.991
O -0.611 1.325 -0.883
C -1.566 0.006 -2.638
C -2.233 0.052 -3.865
C -1.262 -1.320 -2.048
N -0.703 -1.492 -0.907
C -0.459 -2.836 -0.353
C -1.712 -3.618 0.006
Te -2.905 -2.710 1.528
C -4.096 -1.642 0.158
C -5.278 -2.177 -0.350
C -6.019 -1.472 -1.292
C -5.573 -0.235 -1.743
C -4.395 0.303 -1.241
C -3.664 -0.390 -0.283
C -1.646 -2.511 -2.885
C -0.644 -3.266 -3.477
C -0.967 -4.395 -4.219
C -2.294 -4.768 -4.374
C -3.301 -3.999 -3.801
C -2.978 -2.871 -3.063
H -3.662 2.202 -6.106
H -4.321 0.617 -5.711
H -2.804 0.742 -6.593
H -2.606 3.364 -4.295
H -0.914 5.631 -0.229
H 1.165 6.167 1.026
H 3.237 4.888 0.570
H 3.211 3.056 -1.106
H 1.142 2.535 -2.319
H -2.462 -0.876 -4.373
H 0.124 -2.677 0.554
H 0.166 -3.426 -1.026
H -1.428 -4.610 0.358
H -2.382 -3.758 -0.839
H -5.616 -3.147 -0.010
H -6.940 -1.892 -1.679
H -6.140 0.308 -2.489
H -4.031 1.257 -1.605
H -2.737 0.023 0.102
H 0.392 -2.967 -3.355
H -0.178 -4.982 -4.673
H -2.545 -5.654 -4.944
H -4.340 -4.277 -3.925
H -3.756 -2.264 -2.617
F 2.194 -1.754 -1.415
C 1.752 -0.413 -1.382
F 2.929 0.323 -1.275
H 1.396 -0.218 -2.405
```

C2H3N3 | ωB97M-V/def2-TZVPD

The LUMO energy is 1.231 eV. As for the SMILES: c1cn[nH]n1. The frontier orbital gap is 11.43 eV. As for the energy above the lowest of the compared OMol25 structures with the same formula, charge and spin: 75.44 kJ/mol. Its energy is -6591.794 eV. The net charge is 0. The calculation puts the highest occupied orbital energy at -10.19 eV.

```
8
C2H3N3 (ωB97M-V/def2-TZVPD)
C -0.743 0.719 0.156
C -0.753 -0.687 -0.040
N 0.503 -1.110 -0.050
N 1.203 -0.013 0.088
N 0.528 1.113 0.208
H -1.503 1.483 0.299
H -1.439 -1.426 -0.418
H 2.204 -0.071 0.021
```